[1]
{
  "formula": "C21H12N2O7",
  "method": "the ωB97M-V functional and the def2-TZVPD basis",
  "elements": ["O", "C", "O", "C", "C", "C", "C", "C", "C", "C", "O", "N", "C", "C", "C", "C", "C", "O", "C", "C", "C", "C", "N", "O", "O", "C", "C", "C", "C", "O", "H", "H", "H", "H", "H", "H", "H", "H", "H", "H", "H", "H"],
  "positions_angstrom": [[-7.1183, -2.8414, -0.0596], [-6.0582, -2.6296, 0.4701], [-5.6312, -3.3165, 1.5340], [-5.0966, -1.5856, 0.0238], [-5.4435, -0.8175, -1.0869], [-4.6076, 0.1866, -1.5560], [-3.4238, 0.3979, -0.8776], [-3.0716, -0.3719, 0.2334], [-3.8926, -1.3741, 0.7028], [-1.7623, 0.1102, 0.7367], [-1.1245, -0.2787, 1.6775], [-1.4005, 1.1617, -0.1141], [-0.2311, 1.9404, 0.0529], [-0.2815, 3.3149, -0.1493], [0.8589, 4.0736, 0.0403], [2.0434, 3.4789, 0.4319], [2.0887, 2.1031, 0.6264], [3.2707, 1.5778, 1.0942], [3.7939, 0.4331, 0.6035], [3.4545, -0.1179, -0.6346], [4.0935, -1.2565, -1.0752], [5.0744, -1.8502, -0.2881], [5.7362, -3.0338, -0.7547], [5.3900, -3.4908, -1.8252], [6.6054, -3.5097, -0.0533], [5.4277, -1.3011, 0.9425], [4.7910, -0.1657, 1.3830], [0.9536, 1.3249, 0.4367], [-2.3478, 1.3899, -1.1175], [-2.2656, 2.2167, -1.9856], [-6.2916, -3.9791, 1.7913], [-6.3864, -1.0249, -1.5710], [-4.8676, 0.7867, -2.4138], [-3.6219, -1.9698, 1.5598], [-1.2026, 3.7835, -0.4527], [0.8213, 5.1405, -0.1138], [2.9365, 4.0604, 0.5959], [2.7101, 0.3589, -1.2538], [3.8508, -1.6961, -2.0308], [6.1952, -1.7788, 1.5318], [5.0454, 0.2876, 2.3276], [0.9858, 0.2623, 0.6174]],
  "forces_ev_per_angstrom": [[0.05, 0.04, -0.03], [-0.52, -0.15, -0.20], [0.37, -0.15, 0.43], [0.28, 0.14, 0.06], [-0.02, -0.08, 0.07], [0.19, 0.07, 0.07], [-0.24, -0.54, 0.42], [-0.43, 0.15, -0.50], [-0.03, 0.07, -0.10], [0.00, -0.10, 0.24], [-0.10, -0.06, -0.03], [0.30, 0.18, 0.02], [0.36, 0.28, 0.04], [-0.10, -0.05, 0.03], [-0.02, -0.11, 0.01], [0.22, -0.31, 0.05], [-0.49, 0.32, -0.24], [-0.01, 0.23, 0.27], [0.40, -0.60, -0.29], [-0.06, 0.34, 0.23], [0.31, -0.35, 0.06], [-0.63, 1.09, 0.40], [0.27, -0.49, -0.20], [-0.04, -0.14, -0.22], [0.19, -0.14, 0.12], [0.03, -0.28, -0.28], [-0.35, 0.27, -0.11], [0.18, 0.00, 0.10], [0.03, 0.10, -0.25], [-0.11, -0.07, 0.02], [-0.05, 0.19, -0.25], [-0.05, -0.01, -0.02], [-0.04, 0.05, -0.08], [0.03, -0.04, 0.07], [-0.06, 0.02, -0.02], [0.00, 0.10, -0.01], [0.11, 0.05, 0.02], [-0.03, -0.01, -0.04], [-0.01, 0.01, -0.02], [0.02, 0.01, 0.02], [0.03, 0.03, 0.11], [0.00, -0.04, 0.01]],
  "homo_energy_ev": -9.07,
  "e_lumo_ev": -1.12,
  "relative_energy_ev": 0.025,
  "total_charge": 0,
  "smiles": "O=C(O)c1ccc2c(c1)C(=O)N(c1cccc(Oc3ccc([N+](=O)[O-])cc3)c1)C2=O",
  "gap_ev": 7.9533
}


[2]
{
  "formula": "C21H13AsF12I2N4OS2SbTi",
  "method": "the ωB97M-V functional and the def2-TZVPD basis",
  "elements": ["Ti", "I", "C", "C", "C", "I", "C", "O", "C", "C", "N", "C", "C", "C", "C", "C", "C", "N", "C", "H", "H", "H", "H", "H", "H", "H", "H", "H", "H", "H", "S", "C", "C", "C", "C", "N", "C", "C", "C", "S", "C", "N", "H", "H", "F", "As", "F", "F", "F", "F", "F", "F", "Sb", "F", "F", "F", "F", "F"],
  "positions_angstrom": [[-0.5230, 0.4115, -1.0921], [3.9781, -4.1404, -5.1468], [2.9356, -2.9577, -3.7909], [3.5718, -2.5063, -2.6392], [2.8763, -1.7170, -1.7370], [3.7953, -0.9605, -0.0295], [1.5472, -1.4105, -1.9873], [0.8407, -0.6517, -1.0971], [0.9059, -1.8402, -3.1468], [-0.5366, -1.4858, -3.3746], [-0.7986, -0.0280, -3.1520], [-0.1101, 0.8665, -4.1159], [0.8675, 1.7536, -3.4056], [1.7805, 2.5426, -4.0816], [2.6832, 3.2958, -3.3514], [2.6582, 3.2323, -1.9649], [1.7107, 2.4403, -1.3575], [0.8211, 1.7310, -2.0706], [1.6139, -2.6156, -4.0518], [4.6036, -2.7629, -2.4454], [-1.1740, -2.0326, -2.6764], [-0.8419, -1.7477, -4.3882], [-1.8019, 0.1196, -3.2399], [-0.8540, 1.4680, -4.6395], [0.4194, 0.2659, -4.8569], [1.7882, 2.5527, -5.1630], [3.4080, 3.9186, -3.8577], [3.3566, 3.7914, -1.3603], [1.6425, 2.3671, -0.2803], [1.1311, -2.9620, -4.9563], [0.6449, -1.8657, 2.6614], [2.2916, -1.6549, 3.2224], [3.3341, -2.4899, 3.5664], [4.5464, -1.8803, 3.8847], [5.6704, -2.7105, 4.2165], [6.5667, -3.3853, 4.4604], [4.6890, -0.4793, 3.8637], [3.6188, 0.3512, 3.5309], [2.4295, -0.2691, 3.2112], [0.8320, 0.2387, 2.6897], [5.9564, 0.1225, 4.1713], [6.9691, 0.6193, 4.3858], [3.2436, -3.5669, 3.5768], [3.7414, 1.4254, 3.5348], [-1.1456, -2.3270, -0.2870], [-2.6084, -1.6615, 0.3551], [-2.6304, -2.6901, 1.6835], [-1.5594, -0.4334, 1.0755], [-3.9565, -0.7328, 0.7663], [-2.3126, -0.3692, -1.1386], [-3.4849, -2.5752, -0.7738], [-0.6329, 1.8445, 0.2142], [-2.0356, 3.3057, -0.3694], [-1.7609, 4.1340, 1.2545], [-3.2569, 2.0874, 0.3052], [-1.8760, 2.0176, -1.8775], [-3.2484, 4.4103, -1.2084], [-0.5435, 4.1135, -1.1385]],
  "forces_ev_per_angstrom": [[-0.40, 0.84, 0.04], [-0.02, 0.03, 0.03], [0.07, -0.02, 0.01], [-0.06, -0.04, -0.10], [0.05, 0.12, 0.20], [0.01, -0.05, -0.12], [0.14, -0.01, -0.01], [-0.36, -0.31, 0.13], [-0.05, 0.07, -0.03], [0.02, -0.08, 0.06], [0.02, -0.06, -0.06], [0.04, 0.01, -0.01], [0.02, 0.02, -0.03], [0.01, -0.01, 0.01], [-0.01, -0.01, 0.01], [-0.03, -0.02, -0.01], [0.05, 0.04, 0.02], [0.09, -0.09, 0.01], [0.03, 0.03, 0.03], [0.01, 0.01, -0.01], [-0.03, 0.01, -0.04], [0.02, -0.01, 0.00], [-0.02, -0.05, -0.02], [0.00, 0.01, 0.02], [-0.04, 0.00, -0.02], [0.00, -0.01, 0.00], [0.00, 0.00, 0.00], [0.00, 0.00, 0.01], [0.00, -0.01, -0.01], [0.00, -0.01, 0.00], [0.01, 0.02, 0.06], [0.07, -0.02, -0.01], [-0.02, 0.03, -0.03], [-0.01, -0.03, 0.00], [0.04, 0.03, -0.01], [-0.02, -0.02, 0.00], [-0.01, 0.02, 0.00], [-0.05, -0.01, 0.03], [-0.04, -0.03, 0.07], [0.06, 0.03, -0.06], [0.04, -0.05, -0.02], [-0.02, 0.03, 0.01], [0.01, -0.01, 0.01], [0.00, 0.00, -0.01], [0.02, -0.13, -0.03], [-0.12, -0.12, 0.03], [-0.05, 0.09, -0.05], [0.20, -0.08, -0.08], [0.12, -0.04, -0.04], [0.09, -0.20, -0.14], [-0.03, 0.05, 0.11], [0.10, -0.02, -0.07], [-0.03, -0.20, -0.09], [0.01, 0.05, 0.06], [-0.03, 0.08, 0.02], [0.13, 0.04, 0.16], [-0.04, -0.03, -0.02], [0.02, 0.11, 0.01]],
  "homo_energy_ev": -11.46,
  "e_lumo_ev": -5.25,
  "relative_energy_ev": 0.384,
  "total_charge": 1,
  "gap_ev": 6.2115
}


[3]
{
  "formula": "C21H13Br4I2N5O2Tc",
  "method": "the ωB97M-V functional and the def2-TZVPD basis",
  "elements": ["Tc", "N", "C", "N", "C", "N", "N", "C", "C", "C", "C", "C", "C", "N", "C", "C", "C", "C", "C", "C", "H", "H", "H", "H", "H", "H", "H", "H", "H", "H", "H", "I", "C", "I", "H", "H", "Br", "C", "C", "Br", "C", "Br", "C", "O", "C", "O", "C", "Br"],
  "positions_angstrom": [[0.7254, 0.0648, 0.8166], [-3.0314, 1.8990, -0.5849], [-1.8452, 1.7313, 0.0029], [-1.2880, 0.5539, 0.2502], [-2.0270, -0.5879, -0.1306], [-1.5061, -1.7691, -0.0549], [-0.1998, -1.7231, 0.3814], [0.4586, -2.8015, 0.3615], [1.8002, -2.6789, 0.9032], [2.5948, -3.7772, 1.1388], [3.8758, -3.6343, 1.5900], [4.3266, -2.3414, 1.7435], [3.4849, -1.2514, 1.5090], [2.2463, -1.4070, 1.0591], [-3.3748, -0.4034, -0.7346], [-4.1624, -1.4429, -1.2530], [-5.4085, -1.2673, -1.8397], [-5.7529, 0.0623, -2.1307], [-4.9570, 1.1005, -1.7453], [-3.8144, 0.8492, -1.0353], [-3.4398, 2.8248, -0.6824], [-1.2955, 2.6860, 0.1094], [-0.0318, -3.7264, 0.0590], [2.1748, -4.7923, 1.0166], [4.4407, -4.5177, 1.7929], [5.2912, -2.1871, 2.1644], [3.8318, -0.2342, 1.7128], [-3.8384, -2.4603, -1.1238], [-6.0315, -2.0598, -2.2819], [-6.6359, 0.2091, -2.6944], [-5.2242, 2.0849, -2.1426], [-2.0933, 2.4603, 3.6187], [-1.6795, 0.5293, 4.2829], [0.2141, -0.2624, 3.5282], [-2.3799, -0.2191, 4.0146], [-1.5404, 0.5812, 5.3973], [5.1028, 4.7984, -1.9676], [3.8664, 3.4154, -1.6831], [3.6219, 2.5042, -2.8187], [4.4778, 2.7767, -4.4985], [2.7449, 1.4789, -2.6691], [2.2710, 0.1266, -3.8992], [2.0798, 1.2602, -1.4256], [1.3730, 0.1620, -1.1453], [2.3009, 2.1542, -0.3142], [1.6752, 1.8121, 0.8121], [3.1521, 3.2080, -0.4917], [3.4268, 4.2115, 1.0817]],
  "forces_ev_per_angstrom": [[-0.18, -0.33, -0.60], [0.50, 0.59, 0.38], [0.04, 0.69, -0.85], [-0.85, 0.79, -0.55], [-0.57, 0.05, -0.47], [-0.25, 0.28, -0.06], [-1.14, 0.86, -0.18], [0.24, -0.73, 0.70], [0.37, -0.30, -0.93], [-1.33, -1.36, -0.23], [0.00, 0.65, -0.15], [-0.11, 0.07, 0.48], [0.68, 0.05, 0.11], [0.04, -0.11, 0.68], [0.51, -1.46, -0.35], [-0.56, -1.60, 0.61], [0.85, 0.95, -0.60], [0.00, -1.24, 0.31], [-0.96, 0.89, -1.01], [0.43, 1.04, 0.74], [0.52, -0.05, 0.04], [-0.12, -0.90, 0.57], [0.30, 0.06, 0.01], [0.16, 0.75, -0.07], [0.58, -0.14, 0.19], [0.67, 0.37, 0.05], [-0.18, -0.31, -0.18], [0.33, -0.20, 0.13], [0.60, 0.18, 0.67], [-0.73, 0.49, -0.46], [0.27, -0.09, 0.61], [-0.20, 0.17, -0.16], [1.31, 0.35, 1.33], [-0.08, 0.10, 0.11], [-0.79, -0.35, -0.31], [-0.04, -0.21, -1.24], [-0.66, -0.51, 0.63], [-0.29, -0.58, -1.12], [0.43, 0.87, -0.08], [-0.40, -0.20, 0.82], [-0.95, -1.24, 0.17], [0.48, 0.53, -0.37], [-0.57, -1.75, 1.14], [0.84, 2.28, -0.34], [-1.07, -1.51, -0.25], [0.57, 0.66, -0.38], [1.06, 1.15, 0.75], [0.21, 0.31, -0.28]],
  "homo_energy_ev": [-13.62, -13.90],
  "e_lumo_ev": [-6.67, -8.07],
  "relative_energy_ev": 0.021,
  "spin_multiplicity": 4,
  "total_charge": 2,
  "s_squared": 3.789,
  "gap_ev": [6.9492, 5.8252]
}


[4]
{
  "formula": "C21H13Cl3N3O7STl",
  "method": "the ωB97M-V functional and the def2-TZVPD basis",
  "elements": ["Tl", "O", "C", "C", "C", "C", "C", "C", "C", "N", "N", "C", "O", "C", "C", "C", "C", "C", "C", "H", "H", "H", "H", "H", "H", "H", "H", "H", "H", "O", "S", "O", "O", "O", "Cl", "C", "C", "C", "Cl", "C", "O", "C", "Cl", "C", "H", "H", "N", "C", "H"],
  "positions_angstrom": [[0.0184, 1.1166, 0.5807], [-1.9507, 0.7509, -0.3979], [-2.4563, -0.4411, -0.4639], [-3.7772, -0.6572, 0.0057], [-4.3888, -1.8862, -0.0642], [-3.7311, -2.9875, -0.6203], [-2.4488, -2.8052, -1.0943], [-1.7940, -1.5710, -1.0294], [-0.4471, -1.5066, -1.5741], [0.2791, -0.4625, -1.4986], [1.5000, -0.4876, -2.1440], [2.5577, -0.2894, -1.4691], [2.7873, -0.2808, -0.1379], [3.8336, -0.0884, -2.2119], [4.7270, 0.8800, -1.7633], [5.9030, 1.0997, -2.4654], [6.1960, 0.3558, -3.6009], [5.2981, -0.6039, -4.0493], [4.1145, -0.8199, -3.3599], [-4.2791, 0.1941, 0.4500], [-5.3926, -2.0010, 0.3319], [-4.2091, -3.9576, -0.6676], [-1.9116, -3.6430, -1.5303], [-0.0654, -2.4037, -2.0732], [4.4582, 1.4840, -0.9044], [6.5868, 1.8692, -2.1292], [7.1187, 0.5309, -4.1423], [5.5178, -1.1810, -4.9398], [3.3918, -1.5486, -3.7024], [1.3563, 4.9430, -0.1032], [1.5439, 3.5145, 0.0666], [2.9196, 3.0644, -0.1440], [1.0457, 3.0480, 1.4272], [0.6150, 2.7329, -0.8784], [-6.2401, 1.0467, 4.9311], [-4.7193, 0.7285, 4.1104], [-4.0494, 1.7599, 3.4775], [-2.8553, 1.4980, 2.8330], [-2.0361, 2.8137, 2.0548], [-2.2512, 0.2106, 2.7765], [-1.1666, -0.0772, 2.1739], [-3.0072, -0.7892, 3.4523], [-2.3924, -2.4171, 3.4147], [-4.1999, -0.5537, 4.1015], [-4.4483, 2.7643, 3.4783], [-4.7198, -1.3682, 4.5863], [2.2005, -0.5218, 2.0375], [1.8437, -0.0949, 0.9121], [3.1249, -0.9612, 1.9571]],
  "forces_ev_per_angstrom": [[0.04, -0.20, -0.29], [0.07, 0.09, 0.04], [-0.03, 0.01, -0.03], [-0.01, 0.01, 0.01], [-0.04, 0.00, 0.02], [0.04, 0.01, -0.02], [-0.04, -0.05, 0.02], [0.10, -0.05, -0.01], [-0.14, 0.14, -0.04], [0.22, -0.13, 0.07], [-0.06, -0.01, 0.11], [0.11, 0.07, -0.07], [-0.10, 0.05, -0.06], [-0.06, -0.05, 0.01], [-0.02, 0.00, 0.01], [0.00, 0.01, -0.01], [0.02, 0.01, 0.00], [0.00, 0.00, -0.01], [-0.01, 0.00, 0.03], [-0.01, 0.00, 0.00], [0.00, 0.00, 0.00], [0.00, 0.00, 0.00], [0.00, 0.00, 0.00], [-0.01, 0.02, -0.04], [-0.01, 0.01, 0.01], [0.00, 0.00, 0.00], [0.00, 0.00, 0.00], [0.00, 0.00, 0.00], [0.00, -0.01, -0.01], [0.04, 0.05, 0.00], [-0.19, -0.19, -0.02], [0.05, 0.04, -0.01], [-0.03, 0.00, 0.07], [0.01, -0.01, -0.01], [0.04, -0.01, -0.01], [-0.01, 0.04, 0.00], [-0.02, -0.05, 0.00], [0.02, 0.06, -0.01], [0.01, 0.05, 0.11], [-0.14, -0.09, -0.11], [0.20, 0.22, 0.25], [0.03, -0.07, -0.03], [0.00, 0.04, 0.00], [-0.04, -0.01, 0.02], [-0.01, 0.01, 0.00], [0.00, 0.00, 0.00], [0.04, -0.03, -0.08], [-0.04, 0.02, 0.07], [-0.02, 0.00, 0.04]],
  "homo_energy_ev": -2.60,
  "e_lumo_ev": 4.15,
  "relative_energy_ev": 1.323,
  "total_charge": -2,
  "gap_ev": 6.7590
}